{
  "formula": "CClNS",
  "method": "ωB97M-V with the def2-TZVPD basis set",
  "species": ["C", "N", "S", "Cl"],
  "positions_angstrom": [[1.4846, -0.1550, 0.0540], [0.3965, 0.1766, -0.0925], [-3.2486, -0.4301, -0.0005], [-1.6626, 0.6685, 0.0461]],
  "energy_ha": -951.032587,
  "e_homo_ha": [-0.3737, -0.3737],
  "e_above_lowest_ev": 4.528,
  "gap_ev": [6.104, 6.106],
  "e_lumo_ev": [-4.066, -4.064]
}